Formula: C3H9NO4
Source: the OMol25 dataset
Level of theory: ωB97M-V/def2-TZVPD

## Properties
* DFT total energy: -12934.68341 eV
* energy above the lowest of the compared OMol25 structures with the same formula, charge and spin: 62.8 kcal per mole
* LUMO: 0.625 eV
* frontier orbital gap: 10.061 eV

Each line ends with the natural charge from an NBO analysis.
Geometry (Å):
O  0.246  -0.606  -2.520  -0.472
O  -1.865  0.405  1.309  -0.681
O  -1.043  -0.143  -2.119  -0.465
O  -1.138  -1.634  0.744  -0.636
N  1.500  -0.836  0.459  -0.825
C  -0.910  -0.464  0.960  0.775
C  0.710  1.485  0.456  -0.623
C  0.590  0.092  1.054  -0.131
H  -1.318  -0.832  -1.480  0.473
H  0.233  1.536  -0.518  0.222
H  0.254  -0.425  -3.468  0.469
H  0.231  2.209  1.110  0.219
H  0.785  0.130  2.133  0.208
H  1.303  -1.780  0.787  0.372
H  1.757  1.735  0.321  0.224
H  1.393  -0.843  -0.551  0.373
H  -2.730  -0.030  1.322  0.495

Atoms 1-3, force components in eV/Å:
0.39 -0.19 0.18
0.17 0.52 -0.10
-0.42 -0.03 0.26

Formula: C3H9NOP
Source: the OMol25 dataset
Level of theory: ωB97M-V/def2-TZVPD

## Properties
* DFT total energy: -16073.43503 eV
* charge: +1
* energy above the lowest of the compared OMol25 structures with the same formula, charge and spin: 56.9 kcal per mole
* LUMO (alpha / beta): -4.530 / -4.530 eV
* frontier orbital gap (alpha / beta): 8.394 / 8.393 eV

Each line ends with the natural charge from an NBO analysis.
Geometry (Å):
P  1.398  0.193  -1.214  1.115
O  2.271  0.108  0.194  -0.992
N  -0.483  -0.909  0.528  -0.527
C  -0.918  0.365  0.871  -0.288
C  0.260  1.609  -0.905  -0.611
C  0.030  -1.104  -0.833  -0.504
H  -0.424  0.736  1.746  0.244
H  0.133  -1.310  1.140  0.432
H  -1.248  -1.665  0.514  0.445
H  -0.452  1.821  -1.607  0.212
H  -1.877  0.582  0.462  0.233
H  0.431  -2.079  -0.846  0.234
H  0.456  2.445  -0.274  0.245
H  -0.697  -0.946  -1.557  0.236
H  3.163  -0.187  0.152  0.525

Atoms 1-3, force components in eV/Å:
-0.45 0.39 0.33
-2.32 0.53 0.02
-3.25 -2.59 -2.15

Formula: C3H9NOP
Source: the OMol25 dataset
Level of theory: ωB97M-V/def2-TZVPD

## Properties
* DFT total energy: -16071.35263 eV
* charge: +1
* energy above the lowest of the compared OMol25 structures with the same formula, charge and spin: 104.9 kcal per mole
* LUMO (alpha / beta): -4.722 / -5.235 eV
* frontier orbital gap (alpha / beta): 7.910 / 8.935 eV

Each line ends with the natural charge from an NBO analysis.
Geometry (Å):
P  -1.820  -0.910  0.105  0.947
O  -2.472  0.660  0.011  -0.974
N  -0.050  1.184  0.259  -0.773
C  2.357  -0.601  0.131  -0.303
C  1.114  -1.061  0.020  -0.269
C  -0.088  -0.239  0.125  -0.142
H  0.282  1.376  1.180  0.442
H  2.503  0.459  0.082  0.184
H  0.316  1.728  -0.521  0.450
H  3.154  -1.273  -0.138  0.235
H  -1.153  1.323  0.218  0.475
H  -1.669  -0.932  1.511  -0.054
H  -0.149  -0.486  -2.275  0.020
H  0.862  -2.050  -0.197  0.234
H  -3.187  0.821  -0.512  0.528

Atoms 1-3, force components in eV/Å:
0.53 0.47 0.27
3.33 -1.26 2.71
-2.33 -0.14 -0.25

Formula: C3H9NOP2
Source: the OMol25 dataset
Level of theory: ωB97M-V/def2-TZVPD

## Properties
* DFT total energy: -25368.07310 eV
* energy above the lowest of the compared OMol25 structures with the same formula, charge and spin: 58.9 kcal per mole
* LUMO: 0.126 eV
* frontier orbital gap: 8.517 eV

Each line ends with the natural charge from an NBO analysis.
Geometry (Å):
P  0.498  -1.845  -0.394  0.210
P  2.583  0.700  -0.320  0.410
O  -1.719  1.695  -0.637  -0.697
N  -1.525  -0.595  0.955  -0.877
C  -0.889  0.639  -0.983  0.077
C  -0.748  -0.379  -0.164  -0.165
C  1.574  1.197  0.881  -0.761
H  0.654  1.709  0.530  0.224
H  1.620  1.041  1.839  0.185
H  3.732  0.106  0.408  -0.050
H  -0.403  0.963  -1.950  0.214
H  -0.637  -2.805  -0.830  -0.015
H  -2.073  1.450  0.251  0.482
H  -0.922  -1.223  1.568  0.378
H  -2.407  -1.089  0.607  0.387
H  0.663  -1.564  -1.759  -0.003

Atoms 1-3, force components in eV/Å:
-2.74 0.13 -1.21
1.19 -0.15 0.09
-0.37 -0.68 0.84

Formula: C3H9NOS
Source: the OMol25 dataset
Level of theory: ωB97M-V/def2-TZVPD

## Properties
* DFT total energy: -17625.88866 eV
* energy above the lowest of the compared OMol25 structures with the same formula, charge and spin: 99.5 kcal per mole
* LUMO: 0.775 eV
* frontier orbital gap: 10.415 eV

Each line ends with the natural charge from an NBO analysis.
Geometry (Å):
S  1.496  -0.173  0.162  1.815
O  2.269  0.999  0.552  -0.957
N  1.670  -1.546  0.809  -1.136
C  -0.280  0.377  0.338  -0.362
C  -0.552  1.442  -0.646  -0.658
C  -1.473  -1.103  0.033  -0.595
H  2.466  -1.427  1.326  0.370
H  -2.001  -1.051  1.003  0.216
H  -0.553  0.938  -1.657  0.208
H  -1.575  1.689  -0.380  0.233
H  1.606  -0.164  -1.268  -0.034
H  -2.182  -0.769  -0.860  0.211
H  0.185  2.171  -0.667  0.235
H  -0.822  -1.963  -0.116  0.233
H  -0.254  0.582  1.371  0.218

Atoms 1-3, force components in eV/Å:
-1.89 0.92 -0.88
0.22 -0.53 0.09
-2.36 0.70 -1.99

Formula: C3H9NOS
Source: the OMol25 dataset
Level of theory: ωB97M-V/def2-TZVPD

## Properties
* DFT total energy: -17624.79113 eV
* energy above the lowest of the compared OMol25 structures with the same formula, charge and spin: 124.8 kcal per mole
* LUMO (alpha / beta): -0.667 / -0.668 eV
* frontier orbital gap (alpha / beta): 7.907 / 7.907 eV

Each line ends with the natural charge from an NBO analysis.
Geometry (Å):
S  -1.880  -0.008  0.281  1.852
O  -2.604  -1.124  -0.277  -0.903
N  -2.447  1.427  0.079  -1.108
C  0.372  1.031  0.992  -0.642
C  -0.248  -0.170  0.324  -0.341
C  0.192  -1.531  0.636  -0.653
H  1.474  0.776  0.827  0.218
H  0.336  -0.322  -2.859  0.009
H  -0.262  -2.171  -0.071  0.245
H  1.361  -1.578  0.775  0.235
H  0.245  1.145  2.009  0.217
H  -0.081  1.874  0.571  0.250
H  0.081  -1.021  -2.478  -0.008
H  -0.249  -1.752  1.714  0.227
H  -3.448  1.562  0.148  0.403

Atoms 1-3, force components in eV/Å:
-1.33 1.95 -2.42
-0.34 -0.90 0.43
1.61 -1.02 0.81

Formula: C3H9NOS
Source: the OMol25 dataset
Level of theory: ωB97M-V/def2-TZVPD

## Properties
* DFT total energy: -17628.64139 eV
* energy above the lowest of the compared OMol25 structures with the same formula, charge and spin: 36.1 kcal per mole
* LUMO: 0.860 eV
* frontier orbital gap: 9.817 eV

Each line ends with the natural charge from an NBO analysis.
Geometry (Å):
S  1.740  -0.971  -2.555  -0.044
O  -2.427  0.402  1.981  -0.729
N  -0.700  -0.161  0.474  -0.681
C  0.082  0.248  -0.712  -0.221
C  -1.128  0.747  1.474  0.105
C  1.373  -0.597  -0.807  -0.532
H  2.190  -0.251  -0.178  0.229
H  -1.327  1.712  0.996  0.155
H  2.870  -0.263  -2.675  0.129
H  -0.527  -1.109  0.770  0.365
H  0.355  1.290  -0.571  0.205
H  1.182  -1.556  -0.322  0.206
H  -0.434  0.884  2.259  0.143
H  -2.718  -0.324  1.411  0.470
H  -0.530  -0.051  -1.544  0.200

Atoms 1-3, force components in eV/Å:
0.51 0.15 0.30
0.53 -0.71 0.22
0.06 -0.30 -0.49

Formula: C3H9NP2
Source: the OMol25 dataset
Level of theory: ωB97M-V/def2-TZVPD

## Properties
* DFT total energy: -23320.73792 eV
* energy above the lowest of the compared OMol25 structures with the same formula, charge and spin: 77.1 kcal per mole
* LUMO: 0.194 eV
* frontier orbital gap: 8.305 eV

Each line ends with the natural charge from an NBO analysis.
Geometry (Å):
P  0.457  1.487  0.729  0.706
P  -2.135  0.161  0.676  0.498
N  -1.171  -0.768  -0.335  -0.970
C  0.530  -0.150  0.008  -0.362
C  1.105  -1.148  1.065  -0.610
C  1.366  2.210  -0.477  -0.811
H  -3.356  -0.417  0.172  -0.032
H  -2.228  -0.580  1.915  -0.044
H  1.102  -2.051  0.702  0.212
H  1.157  -0.278  -0.874  0.212
H  -1.313  -0.542  -1.310  0.379
H  2.084  -0.680  1.372  0.210
H  1.700  1.735  -1.314  0.194
H  0.578  -1.122  1.934  0.204
H  1.520  3.281  -0.351  0.215

Atoms 1-3, force components in eV/Å:
0.84 1.29 -0.88
-2.15 0.49 0.42
4.74 0.13 0.47

Formula: C3H9NP2
Source: the OMol25 dataset
Level of theory: ωB97M-V/def2-TZVPD

## Properties
* DFT total energy: -23322.99967 eV
* energy above the lowest of the compared OMol25 structures with the same formula, charge and spin: 24.9 kcal per mole
* LUMO: 0.521 eV
* frontier orbital gap: 9.333 eV

Each line ends with the natural charge from an NBO analysis.
Geometry (Å):
P  0.733  -0.280  0.457  0.264
P  -0.785  -1.664  -0.212  0.400
N  -2.218  -0.836  1.032  -0.709
C  0.596  0.924  -0.969  -0.676
C  -1.548  -2.015  1.460  -0.467
C  1.620  2.045  -0.840  -0.612
H  1.485  2.777  -1.632  0.213
H  0.717  0.398  -1.920  0.214
H  1.780  -1.042  -0.101  -0.038
H  -2.112  -2.944  1.543  0.205
H  -3.113  -1.048  0.600  0.355
H  -0.416  1.338  -0.935  0.227
H  -0.882  -1.853  2.302  0.209
H  2.633  1.652  -0.903  0.204
H  1.510  2.548  0.118  0.210

Atoms 1-3, force components in eV/Å:
0.04 0.59 -0.04
-2.25 0.61 1.26
1.78 -0.44 -1.50

Formula: C3H9NS
Source: the OMol25 dataset
Level of theory: ωB97M-V/def2-TZVPD

## Properties
* DFT total energy: -15577.13336 eV
* energy above the lowest of the compared OMol25 structures with the same formula, charge and spin: 119.9 kcal per mole
* LUMO: -1.662 eV
* frontier orbital gap: 4.112 eV

Each line ends with the natural charge from an NBO analysis.
Geometry (Å):
S  -0.319  -0.894  -1.962  -0.538
N  1.260  0.520  2.400  -0.458
C  -1.440  0.307  -2.640  -0.792
C  1.123  1.174  1.299  0.030
C  0.046  -0.258  2.882  -0.478
H  -0.118  -0.526  3.855  0.232
H  -1.021  1.363  -2.519  0.190
H  0.256  0.939  0.619  0.276
H  -1.967  0.013  -3.655  0.207
H  -0.931  0.122  2.560  0.242
H  -2.391  0.341  -1.926  0.171
H  2.111  1.757  1.018  0.228
H  2.034  0.634  3.085  0.438
H  -0.066  -1.327  2.309  0.252

Atoms 1-3, force components in eV/Å:
0.86 -0.30 0.59
-2.60 -0.86 2.05
-3.26 0.99 0.91

Formula: C3H9NS
Source: the OMol25 dataset
Level of theory: ωB97M-V/def2-TZVPD

## Properties
* DFT total energy: -15576.46346 eV
* energy above the lowest of the compared OMol25 structures with the same formula, charge and spin: 135.3 kcal per mole
* LUMO: 0.448 eV
* frontier orbital gap: 9.268 eV

Each line ends with the natural charge from an NBO analysis.
Geometry (Å):
S  -1.007  -0.030  -0.731  0.070
N  2.098  1.043  0.084  -0.875
C  1.972  -0.497  0.135  -0.296
C  0.561  -0.906  0.203  -0.508
C  -2.434  0.261  0.700  -0.775
H  1.680  1.677  0.793  0.363
H  2.842  -0.886  -0.641  0.233
H  2.647  -0.799  1.131  0.225
H  -3.533  -0.664  0.867  0.263
H  1.534  1.499  -0.728  0.359
H  -1.625  0.643  1.525  0.242
H  0.249  -2.079  0.176  0.243
H  -3.106  1.361  0.369  0.242
H  0.133  -0.721  1.390  0.214

Atoms 1-3, force components in eV/Å:
-0.10 -0.49 1.42
-1.19 1.13 -1.92
4.92 2.32 0.90

Formula: C3H9NS
Source: the OMol25 dataset
Level of theory: ωB97M-V/def2-TZVPD

## Properties
* DFT total energy: -15580.16800 eV
* energy above the lowest of the compared OMol25 structures with the same formula, charge and spin: 49.9 kcal per mole
* LUMO: 1.012 eV
* frontier orbital gap: 9.270 eV

Each line ends with the natural charge from an NBO analysis.
Geometry (Å):
S  2.412  0.934  1.312  0.173
N  -2.269  0.017  -1.495  -0.584
C  -2.994  0.183  -2.539  -0.057
C  1.260  0.177  2.574  -0.720
C  1.956  -0.117  -0.026  -0.777
H  0.903  0.045  -0.314  0.220
H  1.862  -0.334  3.310  0.216
H  0.533  -0.354  2.043  0.218
H  2.090  -1.142  0.233  0.209
H  -3.513  1.128  -2.558  0.165
H  2.439  0.118  -1.008  0.239
H  0.787  0.907  3.259  0.223
H  -2.354  -0.967  -1.511  0.324
H  -3.113  -0.595  -3.279  0.152

Atoms 1-3, force components in eV/Å:
-0.34 0.45 1.14
-1.80 0.33 -0.64
0.39 1.43 1.32

> Which of these has the lowest DFT total energy?

C3H9NOP2

> DFT total energy of number 5 (C3H9NOS)?

-17625.88866 eV

> The lowest DFT total energy belongs to which entry?

C3H9NOP2